C21H54NO9S6V | ωB97M-V/def2-TZVPD

```
92
Properties=species:S:1:pos:R:3
O 23.70894 1.11823 -10.45825
V 22.85265 0.04220 -11.21708
O 23.09027 -1.39051 -10.48889
C 19.23732 -1.50137 -11.53324
C 18.93220 -0.74615 -10.18065
C 18.46534 -1.88545 -9.27398
C 18.40277 -1.55845 -7.85748
C 19.80479 -1.09238 -7.46182
C 20.35037 0.14677 -8.22430
N 20.19434 -0.19174 -9.69615
O 20.72737 0.80414 -10.60905
C 21.87799 0.16089 -7.82778
C 19.68657 1.43843 -7.63000
C 17.72093 0.20336 -10.43571
H 19.52498 -0.77738 -12.29560
H 18.36392 -1.97217 -11.98447
H 20.02072 -2.22607 -11.31144
H 18.97917 -2.83067 -9.44901
H 17.46361 -2.19668 -9.57025
H 18.21292 -2.38841 -7.17688
H 17.64489 -0.80013 -7.66082
H 20.55657 -1.88011 -7.41280
H 19.84289 -0.83089 -6.40434
H 22.33694 -0.81282 -7.65644
H 21.94160 0.63363 -6.84769
H 22.42136 0.90218 -8.41372
H 20.10030 2.29468 -8.16272
H 19.79169 1.53864 -6.54973
H 18.61662 1.52935 -7.81725
H 17.02399 0.41929 -9.62592
H 16.97297 -0.15123 -11.14488
H 18.04110 1.14426 -10.88322
C 20.26741 2.59144 -13.33315
S 21.83763 2.08589 -14.13230
O 22.50002 1.28583 -13.03338
C 21.11404 0.73330 -15.13565
H 19.58731 3.16841 -13.95980
H 20.44162 3.12307 -12.39768
H 19.69430 1.70398 -13.06470
H 20.46786 0.93401 -15.99020
H 20.73778 0.01558 -14.40667
H 21.92473 0.21123 -15.64390
C 24.79353 -2.47545 -7.67853
S 26.55793 -2.13292 -8.21934
O 26.84756 -2.97617 -9.44602
C 26.23381 -0.41800 -8.80799
H 24.66417 -3.41173 -7.13561
H 24.09011 -2.46332 -8.51110
H 24.53639 -1.65659 -7.00663
H 25.36961 -0.25823 -9.45276
H 27.18978 -0.03923 -9.16961
H 26.07162 0.28641 -7.99216
C 26.19710 3.86235 -10.79500
S 24.95513 5.22421 -10.87082
O 25.55305 6.32432 -11.69925
C 23.86905 4.43441 -12.20556
H 26.69939 3.68043 -11.74511
H 25.76679 2.97674 -10.32741
H 27.05072 4.19670 -10.20540
H 23.19724 5.23793 -12.50741
H 23.21350 3.65506 -11.81701
H 24.50217 4.00648 -12.98282
C 25.57899 0.60189 -14.75446
S 25.97219 0.21097 -12.95099
O 24.64514 -0.33054 -12.42245
C 27.01838 -1.27566 -13.25799
H 25.31829 1.64288 -14.94545
H 24.84086 -0.07809 -15.17978
H 26.36558 0.48710 -15.50024
H 27.88430 -1.04963 -13.88027
H 26.35438 -1.87918 -13.87683
H 27.33905 -1.73765 -12.32427
C 21.38377 -4.72954 -6.84958
S 22.63470 -5.20281 -8.11719
O 22.21935 -6.60926 -8.49504
C 22.08960 -4.19563 -9.52875
H 21.51749 -5.53979 -6.13284
H 20.36227 -4.75651 -7.22895
H 21.51247 -3.72515 -6.44620
H 21.00889 -4.19273 -9.67075
H 22.52742 -4.19970 -10.52694
H 22.23348 -3.17488 -9.17456
C 23.52901 -3.40615 -14.18728
S 21.97349 -2.77960 -13.43868
O 22.17026 -1.38509 -12.88402
C 20.83042 -2.71072 -14.84585
H 24.19502 -3.61096 -13.34908
H 24.01035 -2.72527 -14.88929
H 23.37124 -4.31348 -14.77035
H 20.60368 -3.69277 -15.26090
H 21.27316 -2.04978 -15.59099
H 19.93399 -2.26602 -14.41368
```

Expectation value of S² = 0.76
Orbital gap (alpha / beta) = 7.73 / 5.80 eV
2S+1 = 2
E = -133255.9584 eV
HOMO (alpha / beta) = -0.3919 / -0.3919 hartree
Total charge = +1